1.
An isolated ion of composition C5H15NP and charge +1, computed with ωB97M-V/def2-TZVPD.

ΔE to the lowest compared entry with this formula, charge and spin, kcal/mol: 35.76
LUMO, eV: -2.69
SMILES: C[C@H](P)C[NH+](C)C

Structure (ORCA input):
```
! RIJCOSX wB97M-V def2-TZVPD def2/J DEFGRID3
* xyz 1 1
C 2.23 1.32 -0.81
C 1.37 0.62 0.28
P 1.75 -1.18 0.76
C -0.20 0.47 -0.36
N -1.07 -0.71 0.03
C -1.72 -0.41 1.40
C -2.09 -0.79 -1.11
H 2.52 0.69 -1.62
H 3.14 1.57 -0.30
H 1.81 2.19 -1.23
H 1.31 1.32 1.02
H 2.10 -0.73 2.07
H 2.97 -0.96 0.18
H -0.20 0.31 -1.48
H -0.66 1.39 -0.04
H -0.46 -1.51 0.11
H -2.60 -1.00 1.57
H -1.00 -0.68 2.23
H -2.09 0.60 1.52
H -1.84 -1.57 -1.90
H -3.10 -1.07 -0.74
H -2.16 0.14 -1.58
*
```



2.
A 9-piece molecular cluster, C50H56B3ClNO4P overall, computed with ωB97M-V/def2-TZVPD.

ΔE to the lowest compared entry with this formula, charge and spin, kcal/mol: 0.00
LUMO, eV: 0.05
SMILES: CNCB1OB(Cl)OB([PH2]=O)O1.c1ccccc1.c1ccccc1.c1ccccc1.c1ccccc1.c1ccccc1.c1ccccc1.c1ccccc1.c1ccccc1

Structure (ORCA input):
```
! RIJCOSX wB97M-V def2-TZVPD def2/J DEFGRID3
* xyz 0 1
C -9.54 -4.02 -2.05
N -8.82 -4.93 -2.94
C -7.49 -4.42 -3.33
B -6.38 -4.82 -2.32
O -6.58 -4.86 -0.94
B -5.64 -4.19 -0.20
Cl -6.09 -3.36 1.27
O -4.33 -4.12 -0.65
B -4.19 -4.23 -2.02
P -2.91 -3.16 -3.04
O -3.31 -3.07 -4.47
O -5.05 -5.02 -2.72
H -8.84 -3.57 -1.35
H -10.26 -4.58 -1.45
H -10.05 -3.21 -2.58
H -9.36 -5.06 -3.79
H -7.23 -4.74 -4.34
H -7.48 -3.31 -3.37
H -1.60 -3.64 -2.80
H -2.89 -1.90 -2.39
C -3.04 1.31 -1.58
C -2.52 1.16 -2.86
C -1.38 1.86 -3.23
C -0.76 2.71 -2.32
C -1.28 2.86 -1.05
C -2.42 2.17 -0.67
H -3.93 0.77 -1.28
H -3.01 0.50 -3.57
H -0.97 1.74 -4.23
H 0.14 3.24 -2.61
H -0.79 3.53 -0.34
H -2.83 2.29 0.32
C -11.70 -8.73 0.97
C -11.03 -7.69 1.60
C -10.05 -6.98 0.91
C -9.74 -7.32 -0.40
C -10.41 -8.36 -1.02
C -11.39 -9.07 -0.34
H -12.47 -9.28 1.51
H -11.27 -7.43 2.62
H -9.53 -6.17 1.40
H -8.99 -6.76 -0.94
H -10.17 -8.62 -2.04
H -11.92 -9.88 -0.82
C 1.37 0.36 -0.62
C 2.59 0.31 -1.26
C 3.74 -0.01 -0.55
C 3.67 -0.28 0.80
C 2.44 -0.23 1.46
C 1.29 0.09 0.74
H 0.47 0.60 -1.17
H 2.65 0.53 -2.32
H 4.70 -0.05 -1.05
H 4.57 -0.53 1.35
H 2.38 -0.44 2.52
H 0.33 0.13 1.25
C 7.08 2.14 -1.37
C 8.32 2.08 -2.00
C 9.45 1.73 -1.28
C 9.35 1.43 0.07
C 8.11 1.49 0.71
C 6.98 1.85 -0.01
H 6.20 2.42 -1.93
H 8.40 2.32 -3.05
H 10.41 1.68 -1.77
H 10.23 1.15 0.63
H 8.03 1.26 1.76
H 6.02 1.89 0.48
C 12.87 0.14 -2.55
C 13.41 -0.01 -3.82
C 14.59 0.65 -4.15
C 15.22 1.45 -3.22
C 14.68 1.60 -1.95
C 13.50 0.94 -1.62
H 11.95 -0.38 -2.30
H 12.92 -0.63 -4.56
H 15.01 0.53 -5.14
H 16.14 1.96 -3.47
H 15.17 2.23 -1.22
H 13.07 1.06 -0.63
C -3.54 5.63 -1.12
C -4.00 5.73 0.18
C -4.55 6.93 0.63
C -4.63 8.02 -0.22
C -4.16 7.92 -1.52
C -3.62 6.72 -1.97
H -3.12 4.70 -1.47
H -3.94 4.88 0.85
H -4.91 7.01 1.65
H -5.06 8.95 0.13
H -4.22 8.77 -2.19
H -3.25 6.64 -2.99
C 5.51 -2.54 3.47
C 6.73 -2.55 2.80
C 7.89 -2.85 3.49
C 7.84 -3.14 4.85
C 6.62 -3.13 5.52
C 5.46 -2.83 4.83
H 4.60 -2.31 2.93
H 6.77 -2.32 1.74
H 8.84 -2.86 2.97
H 8.75 -3.38 5.39
H 6.58 -3.35 6.57
H 4.51 -2.82 5.34
C -2.73 6.41 5.26
C -3.40 5.76 4.23
C -4.75 5.44 4.37
C -5.42 5.77 5.54
C -4.75 6.42 6.57
C -3.41 6.74 6.43
H -1.69 6.66 5.15
H -2.88 5.50 3.32
H -5.27 4.94 3.57
H -6.47 5.53 5.64
H -5.28 6.67 7.48
H -2.89 7.24 7.23
*
```



3.
H2N3O2 as an isolated structure, computed with ωB97M-V/def2-TZVPD.

ΔE to the lowest compared entry with this formula, charge and spin, kcal/mol: 91.04
LUMO, eV: 4.98

Structure (ORCA input):
```
! RIJCOSX wB97M-V def2-TZVPD def2/J DEFGRID3
* xyz -1 1
N 1.39 0.98 0.24
N -1.25 0.75 -0.11
N 0.50 0.06 0.20
O 0.69 -1.15 0.15
O -1.99 -0.36 0.18
H 2.30 0.57 -0.09
H -1.64 -0.85 -0.57
*
```



4.
C34H52Br42NO4 as an isolated structure, computed with ωB97M-V/def2-TZVPD.

<S²>: 0.754
LUMO (spin up / spin down), eV: -0.27 / -0.27

Structure (ORCA input):
```
! RIJCOSX wB97M-V def2-TZVPD def2/J DEFGRID3
* xyz 0 2
C -5.52 -2.41 -3.82
C -4.52 -1.44 -4.41
O -3.96 -1.65 -5.41
O -4.33 -0.28 -3.73
C -3.58 -0.49 -2.52
C -3.31 0.87 -1.87
C -2.02 1.56 -2.35
C -1.77 2.86 -1.54
C -0.30 3.26 -1.30
C 0.35 3.01 0.11
C 1.78 2.44 -0.16
C 1.89 1.07 -0.83
C 3.37 0.61 -0.87
C 3.53 -0.88 -1.15
O 3.58 -1.66 0.05
C -0.39 2.00 1.02
C -1.26 2.51 2.22
C -0.97 1.55 3.40
C -2.79 2.41 1.96
N -0.88 3.86 2.69
O -1.66 4.30 3.61
C -0.52 4.89 1.69
C -1.72 5.38 0.86
C 0.04 6.12 2.47
C 0.61 4.36 0.81
H -5.75 -2.19 -2.78
H -6.44 -2.32 -4.42
H -5.11 -3.41 -3.91
H -2.62 -0.98 -2.74
H -4.14 -1.11 -1.81
H -4.14 1.54 -2.12
H -3.26 0.76 -0.78
H -2.15 1.83 -3.41
H -1.15 0.88 -2.31
H -2.35 2.81 -0.61
H -2.22 3.67 -2.13
H 0.30 2.78 -2.08
H -0.23 4.33 -1.52
H 2.28 2.36 0.81
H 2.32 3.16 -0.79
H 1.54 1.11 -1.87
H 1.31 0.29 -0.32
H 3.79 0.77 0.14
H 3.93 1.20 -1.60
H 2.71 -1.25 -1.80
H 4.49 -1.06 -1.65
H 2.91 -1.32 0.65
H -1.02 1.31 0.45
H 0.39 1.36 1.46
H -1.41 0.56 3.20
H -1.42 1.93 4.32
H 0.11 1.43 3.55
H -3.01 1.79 1.08
H -3.27 3.39 1.87
H -3.27 1.91 2.81
H -1.32 6.00 0.04
H -2.36 6.03 1.46
H -2.31 4.58 0.40
H 0.17 5.90 3.53
H -0.58 7.00 2.32
H 1.03 6.38 2.07
H 1.47 4.19 1.47
H 0.92 5.12 0.09
C 4.90 -6.02 -2.92
Br 6.01 -4.45 -2.83
Br 3.25 -5.77 -1.97
Br 4.59 -6.56 -4.74
H 5.43 -6.83 -2.43
C -4.14 5.53 -3.79
Br -2.23 5.37 -3.85
Br -4.95 4.05 -2.88
Br -4.69 7.22 -3.04
H -4.49 5.50 -4.82
C -7.27 -2.32 0.93
Br -6.97 -3.15 2.63
Br -5.76 -1.24 0.42
Br -7.71 -3.61 -0.43
H -8.12 -1.65 1.03
C 0.73 8.16 -3.89
Br 1.20 6.53 -2.99
Br -0.75 9.04 -3.03
Br 2.24 9.33 -4.07
H 0.41 7.90 -4.89
C -5.88 -1.62 6.67
Br -5.17 -0.47 5.30
Br -5.92 -3.46 6.09
Br -4.93 -1.43 8.33
H -6.90 -1.32 6.84
C 7.41 -5.76 3.14
Br 7.49 -6.70 4.82
Br 5.90 -4.58 3.05
Br 9.06 -4.85 2.76
H 7.28 -6.51 2.37
C 3.91 -6.71 6.27
Br 4.14 -7.58 7.97
Br 2.36 -7.38 5.34
Br 3.87 -4.80 6.43
H 4.77 -6.96 5.67
C -0.41 -7.08 -4.29
Br 0.93 -8.45 -4.49
Br -1.47 -7.36 -2.70
Br 0.36 -5.32 -4.32
H -1.07 -7.16 -5.13
C -2.10 -4.37 -0.25
Br -0.21 -4.69 -0.24
Br -3.05 -5.49 0.99
Br -2.52 -2.51 0.04
H -2.44 -4.63 -1.24
C -4.95 4.55 2.77
Br -4.00 6.13 3.33
Br -6.73 4.49 3.49
Br -4.95 4.38 0.85
H -4.41 3.70 3.17
C 12.09 -2.71 0.30
Br 12.28 -3.19 2.16
Br 10.62 -3.63 -0.53
Br 11.93 -0.82 0.08
H 13.00 -3.03 -0.20
C 8.01 1.17 1.23
Br 6.53 1.54 0.06
Br 8.42 -0.70 1.28
Br 9.55 2.23 0.78
H 7.71 1.46 2.23
C 0.45 2.69 -6.38
Br 0.01 4.42 -7.08
Br 1.65 2.85 -4.88
Br -1.13 1.70 -5.93
H 0.99 2.14 -7.14
C -1.96 -9.16 2.73
Br -0.59 -7.98 3.40
Br -3.71 -8.50 3.17
Br -1.76 -9.48 0.84
H -1.84 -10.11 3.23
*
```



5.
One molecule with the formula C2H7N3, computed with ωB97M-V/def2-TZVPD.

ΔE to the lowest compared entry with this formula, charge and spin, kcal/mol: 49.87
LUMO, eV: 1.16
SMILES: C/N=C/NN

Structure (ORCA input):
```
! RIJCOSX wB97M-V def2-TZVPD def2/J DEFGRID3
* xyz 0 1
C 2.27 0.12 -0.06
N 0.97 -0.57 0.14
C -0.05 0.11 -0.06
N -1.29 -0.48 -0.21
N -2.50 0.23 0.02
H 2.69 -0.07 -1.11
H 3.02 -0.44 0.75
H 2.05 1.22 0.14
H 0.00 1.19 -0.22
H -1.20 -1.43 0.13
H -3.28 -0.25 -0.51
H -2.70 0.38 1.00
*
```



6.
C6H9AuMgO5 as an isolated structure, computed with ωB97M-V/def2-TZVPD.

ΔE to the lowest compared entry with this formula, charge and spin, kcal/mol: 0.00
<S²>: 3.767
LUMO (spin up / spin down), eV: -3.58 / -6.15

Structure (ORCA input):
```
! RIJCOSX wB97M-V def2-TZVPD def2/J DEFGRID3
* xyz 1 4
O 0.12 -1.43 -2.47
C -1.18 -1.73 -2.29
C -2.05 -0.81 -1.81
O -1.55 0.39 -1.38
Mg 0.47 0.23 -1.53
H -1.56 -2.67 -2.72
H -3.13 -0.91 -1.90
O -1.16 0.68 1.69
C -0.79 -0.65 1.57
C 0.71 -0.87 1.42
O 1.28 -0.03 0.40
C 1.86 1.21 0.86
C 1.62 2.21 -0.22
O 0.41 2.18 -0.78
Au -1.25 1.53 0.06
H -1.11 -1.26 2.43
H 1.24 -0.68 2.36
H 2.93 1.08 1.08
H 1.33 1.49 1.79
H 2.22 3.13 -0.27
H 0.87 -1.94 1.06
H -1.28 -1.14 0.65
*
```



7.
One molecule with the formula C24H29N3O3, computed with ωB97M-V/def2-TZVPD.

ΔE to the lowest compared entry with this formula, charge and spin, kcal/mol: 87.97
LUMO, eV: 0.55
SMILES: COc1ccc(C2=NN(C(=O)CN3CCCCC3)[C@H](c3ccc(OC)cc3)C2)cc1

Structure (ORCA input):
```
! RIJCOSX wB97M-V def2-TZVPD def2/J DEFGRID3
* xyz 0 1
C 3.68 -0.58 7.02
O 2.54 -1.33 6.67
C 2.10 -1.27 5.39
C 2.67 -0.51 4.37
C 2.13 -0.53 3.10
C 1.00 -1.30 2.81
C 0.45 -1.31 1.47
N 0.96 -0.62 0.51
N 0.25 -0.80 -0.62
C 0.55 -0.23 -1.81
O -0.11 -0.47 -2.80
C 1.77 0.68 -1.73
N 2.07 1.32 -2.99
C 3.39 1.92 -2.99
C 3.75 2.41 -4.39
C 2.72 3.43 -4.86
C 1.34 2.80 -4.78
C 1.07 2.30 -3.37
C -0.92 -1.69 -0.43
C -2.19 -0.93 -0.71
C -3.11 -1.40 -1.62
C -4.28 -0.70 -1.89
C -4.53 0.50 -1.23
O -5.63 1.28 -1.40
C -6.59 0.87 -2.35
C -3.60 0.98 -0.30
C -2.44 0.27 -0.05
C -0.76 -2.11 1.04
C 0.43 -2.06 3.84
C 0.97 -2.04 5.10
H 4.56 -0.88 6.45
H 3.85 -0.78 8.08
H 3.51 0.50 6.88
H 3.55 0.09 4.56
H 2.57 0.05 2.31
H 1.59 1.41 -0.92
H 2.62 0.06 -1.44
H 4.12 1.16 -2.67
H 3.45 2.76 -2.28
H 3.74 1.55 -5.07
H 4.75 2.84 -4.38
H 2.94 3.74 -5.88
H 2.77 4.31 -4.22
H 1.28 1.96 -5.47
H 0.57 3.53 -5.06
H 0.09 1.81 -3.34
H 1.06 3.15 -2.66
H -0.83 -2.53 -1.12
H -2.92 -2.32 -2.15
H -4.97 -1.09 -2.61
H -7.37 1.64 -2.33
H -6.17 0.80 -3.35
H -7.04 -0.10 -2.08
H -3.80 1.91 0.20
H -1.73 0.65 0.66
H -0.58 -3.18 1.16
H -1.64 -1.84 1.63
H -0.45 -2.66 3.64
H 0.53 -2.62 5.90
*
```



8.
C16H31MnNP2S as an isolated structure, computed with ωB97M-V/def2-TZVPD.

ΔE to the lowest compared entry with this formula, charge and spin, kcal/mol: 0.00
<S²>: 8.795
LUMO (spin up / spin down), eV: 0.44 / -0.24

Structure (ORCA input):
```
! RIJCOSX wB97M-V def2-TZVPD def2/J DEFGRID3
* xyz 0 6
P -0.08 0.10 -2.98
P 0.36 -2.12 -1.05
C 1.71 -0.32 -2.70
C 1.78 -1.77 -2.21
H 2.09 0.40 -1.96
H 2.26 -0.16 -3.63
H 1.70 -2.48 -3.05
H 2.73 -1.99 -1.70
C 1.22 -1.93 0.55
H 0.49 -1.79 1.37
H 1.89 -1.06 0.52
H 1.83 -2.82 0.77
C 0.04 -3.91 -1.14
H 0.94 -4.48 -0.86
H -0.28 -4.19 -2.15
H -0.76 -4.16 -0.44
C -0.23 1.88 -3.25
H -1.29 2.11 -3.43
H 0.37 2.18 -4.12
H 0.11 2.39 -2.34
C -0.36 -0.69 -4.61
H 0.53 -1.28 -4.88
H -0.54 0.08 -5.37
H -1.24 -1.35 -4.57
Mn -1.18 -0.76 -1.43
C -0.18 -0.14 3.49
C 0.71 0.27 4.41
C 1.31 1.63 4.46
C 0.32 2.81 4.18
C 0.50 3.45 2.84
C 0.67 2.80 1.68
C 0.56 1.31 1.53
C -0.61 0.70 2.33
C -2.77 -0.14 -2.48
H -0.65 -1.13 3.57
H 1.02 -0.39 5.22
H 2.17 1.71 3.79
H 1.70 1.78 5.47
H -0.72 2.47 4.33
H 0.51 3.58 4.95
H 0.51 4.55 2.88
H 0.98 3.32 0.77
H 1.51 0.81 1.77
H 0.39 1.12 0.46
H -1.28 1.50 2.66
H -1.20 0.08 1.65
H -3.40 -1.04 -2.39
H -2.69 0.17 -3.53
H -3.19 0.67 -1.85
S -4.64 -1.37 1.60
C -3.31 -1.27 0.76
N -2.29 -1.14 0.12
*
```



9.
C4H5CuNaO2 as an isolated structure, computed with ωB97M-V/def2-TZVPD.

LUMO (spin up / spin down), eV: -6.34 / -6.34

Structure (ORCA input):
```
! RIJCOSX wB97M-V def2-TZVPD def2/J DEFGRID3
* xyz 1 1
H -0.06 -2.59 2.67
C -0.36 -1.28 0.34
C -0.19 0.10 0.84
C 0.32 1.15 0.16
C 0.67 1.14 -1.26
O 1.02 2.17 -1.83
Cu 1.67 3.24 -4.00
H 0.16 -1.54 -0.61
H -0.63 0.28 1.82
H 0.40 2.12 0.65
H 0.55 0.21 -1.85
O -1.37 -1.92 0.66
Na -2.19 -3.09 2.41
*
```



10.
One molecule with the formula C3H6BNO2, computed with ωB97M-V/def2-TZVPD.

ΔE to the lowest compared entry with this formula, charge and spin, kcal/mol: 50.17
LUMO, eV: -0.61

Structure (ORCA input):
```
! RIJCOSX wB97M-V def2-TZVPD def2/J DEFGRID3
* xyz 0 1
B -1.82 -0.09 -0.44
C 0.53 0.08 0.17
C -1.19 1.37 -0.15
C 1.96 -0.14 0.42
N 0.08 1.39 0.17
O -0.29 -0.86 -0.01
O -2.73 -0.33 0.61
H -2.31 -0.45 -1.59
H -1.56 2.43 -0.18
H 2.47 0.99 0.26
H 2.43 -0.87 -0.33
H 2.20 -0.50 1.43
H -3.02 -1.26 0.57
*
```



11.
A 2-piece molecular cluster, C2H8NOS overall, computed with ωB97M-V/def2-TZVPD.

ΔE to the lowest compared entry with this formula, charge and spin, kcal/mol: 93.83
LUMO, eV: -6.24

Structure (ORCA input):
```
! RIJCOSX wB97M-V def2-TZVPD def2/J DEFGRID3
* xyz 1 1
C -0.05 -0.87 0.76
C -1.24 -1.90 -1.47
N 1.43 1.67 0.75
O 0.33 2.58 0.91
S 0.09 -2.16 -0.30
H 0.62 3.51 0.72
H 0.47 -0.92 1.64
H -0.81 -0.16 0.63
H -1.03 -2.25 -2.51
H -1.65 -0.87 -1.57
H -2.04 -2.45 -1.02
H 2.05 1.90 1.57
H 1.83 1.92 -0.12
*
```



12.
One molecule with the formula C5H11NO2, computed with ωB97M-V/def2-TZVPD.

ΔE to the lowest compared entry with this formula, charge and spin, kcal/mol: 56.91
LUMO, eV: 0.61
SMILES: CNCCCC(=O)O

Structure (ORCA input):
```
! RIJCOSX wB97M-V def2-TZVPD def2/J DEFGRID3
* xyz 0 1
C 1.02 -2.16 0.73
N -0.10 -1.19 1.09
C 0.58 0.21 1.15
C -0.51 1.25 0.71
C -0.38 1.78 -0.80
C -0.61 0.77 -1.76
O -0.10 0.71 -2.87
O -1.36 -0.23 -1.27
H 2.00 -1.69 0.66
H 0.95 -3.16 1.19
H 0.64 -2.61 -0.15
H -0.59 -1.19 0.25
H 1.33 0.21 0.34
H 0.90 0.33 2.26
H -0.26 2.16 1.35
H -1.49 0.86 1.01
H -1.17 2.56 -1.05
H 0.68 2.31 -0.85
H -1.54 -0.91 -1.98
*
```